Computed, not measured: a 2-piece molecular cluster, C4H10N2O overall in a non-equilibrium geometry, with wB97M-V/def2-TZVPD.

Last column: natural (NBO) charge in e.
Geometry (Å):
H (0.679710, -1.136547, -0.444272)  0.340
N (-0.031844, -0.516299, -0.075775)  -0.324
H (-1.186623, 0.871825, -1.702214)  0.468
C (0.454870, -1.208445, 2.198739)  -0.334
H (-2.535689, 2.085146, -2.505068)  0.384
N (-1.565270, 1.787145, -2.457842)  -0.629
H (1.987766, -2.170502, 0.992549)  0.195
C (-0.124617, -0.406427, 1.293353)  -0.003
H (-0.759817, 0.416109, 1.596913)  0.193
H (0.379939, 2.441262, -2.436440)  0.213
H (-0.871243, 3.755632, -2.684976)  0.174
H (2.074995, -2.524071, 2.705302)  0.211
H (0.151870, -1.094171, 3.230461)  0.197
H (0.828556, -3.278316, 1.718037)  0.204
O (-0.200004, 0.612420, -0.833828)  -0.717
C (-0.661802, 2.711884, -2.478761)  0.070
C (1.379204, -2.346645, 1.883823)  -0.643

Forces on the atoms, in the same order (eV/Å):
-0.0267 0.2266 0.0761
-0.3568 -0.9067 -0.0319
1.5481 -0.7080 1.0582
-0.1308 0.0009 -0.0569
0.1257 0.1407 -0.0633
0.9175 1.0952 0.5519
-0.0453 0.0729 -0.0345
0.2146 0.1393 -0.1778
-0.0809 -0.0405 0.0329
0.0792 -0.3551 0.3809
-0.3533 0.0603 0.1413
-0.0329 -0.0098 0.0125
0.0676 0.1460 0.0351
0.0538 -0.0528 -0.0270
-0.9318 1.0619 -0.9619
-1.0027 -0.8079 -0.9186
-0.0454 -0.0628 -0.0169

Properties
frontier orbital gap: 6.21 eV
LUMO energy: -0.18 eV
HOMO: -6.393 eV

---

Computed, not measured: a 2-piece molecular cluster, C6H13NO2 overall, with wB97M-V/def2-TZVPD.

Last column: natural (NBO) charge in e.
Geometry (Å):
C (-0.194280, 1.109538, -1.039761)  0.045
H (-0.651075, -0.140926, 2.179338)  0.406
H (-0.559845, -0.845132, -1.806138)  0.219
C (1.080441, -0.870911, 1.444505)  0.883
H (-1.544802, -2.524554, 2.030335)  0.195
C (1.273457, 1.187329, -1.328492)  -0.653
C (-0.956753, 0.163444, -1.916776)  -0.646
C (-0.770001, 1.815440, -0.081202)  -0.434
H (-0.458620, -2.659771, 0.631926)  0.237
H (1.440094, 1.468248, -2.369190)  0.214
H (-2.015427, 0.157985, -1.670262)  0.210
C (-1.084873, -1.979978, 1.207275)  -0.416
H (-1.864798, -1.566532, 0.563591)  0.194
H (-0.844914, 0.446425, -2.962757)  0.216
H (-0.210641, 2.488761, 0.545079)  0.197
O (1.631799, 0.243263, 1.987044)  -0.705
N (-0.236758, -0.930192, 1.710419)  -0.626
H (-1.827793, 1.749376, 0.115130)  0.188
H (1.735250, 0.210175, -1.173090)  0.229
H (1.761513, 1.915872, -0.683639)  0.213
O (1.720109, -1.688589, 0.833237)  -0.666
H (2.577918, 0.250728, 1.783429)  0.500

Forces on the atoms, in the same order (eV/Å):
0.0792 -0.0670 -0.2178
0.1124 -0.0570 -0.1014
0.0209 -0.1368 -0.0421
-0.0557 0.2253 0.2920
-0.0698 -0.0888 -0.0201
-0.0008 0.0426 0.1254
-0.0405 0.0892 0.1392
-0.1206 0.1213 0.0630
-0.1020 -0.0028 0.0114
0.0500 0.0073 -0.0547
-0.0970 -0.0369 -0.0031
0.0508 -0.0074 -0.0872
0.0222 -0.0767 -0.0068
0.0062 -0.0235 -0.1167
0.2045 0.1366 0.1153
0.0174 0.3170 0.1457
-0.0906 0.2339 0.3062
-0.2448 -0.0591 -0.0208
0.0651 -0.0254 -0.0297
0.0601 0.0107 -0.0085
0.3360 -0.3793 -0.4120
-0.2027 -0.2231 -0.0773

Properties
frontier orbital gap: 9.98 eV
SMILES: CNC(=O)O.C=C(C)C
LUMO energy: 0.80 eV
HOMO: -9.174 eV

---

Computed, not measured: C22H35IrN2P as an isolated structure in a non-equilibrium geometry, with wB97M-V/def2-TZVPD.

Last column: natural (NBO) charge in e.
Geometry (Å):
H (2.236457, -1.618950, -2.925939)  0.205
C (1.268632, -1.496900, 4.131474)  -0.192
C (-1.297388, -1.847569, 1.441985)  -0.303
C (0.482271, -2.118368, 3.163072)  -0.209
H (1.619699, -2.069135, 4.993733)  0.251
C (-1.980457, 2.076938, -3.202051)  -0.202
H (-2.117066, -3.819334, 2.947586)  0.249
H (-2.681989, -1.236806, -3.525782)  0.224
N (-2.480239, -1.888027, 2.268019)  0.054
H (-3.341872, 0.970536, -4.440000)  0.245
H (0.428551, -2.501995, -0.121457)  0.203
H (2.064499, 0.399286, 4.806306)  0.245
C (0.507304, -0.096065, 1.841953)  -0.265
H (2.354585, -1.669368, 0.684075)  0.217
H (-0.830766, -2.456520, -2.702785)  0.255
H (1.092334, 4.470200, 0.752048)  0.260
H (3.195048, -2.128725, -0.838219)  0.208
N (1.466300, -0.965592, -1.103001)  -0.474
C (-0.680207, 0.749801, -1.653740)  -0.289
C (-3.277780, -0.706401, 2.406734)  -0.474
P (1.270467, 2.684013, -0.884837)  1.022
C (-0.815365, -1.840143, -1.787376)  -0.467
H (1.075224, -0.259506, -3.085410)  0.219
C (-2.579688, -2.882651, 3.291647)  -0.478
H (3.366589, 2.016910, -1.880119)  0.250
H (2.805924, 3.559360, -2.566425)  0.262
H (0.090664, 3.822069, -2.695855)  0.269
H (2.169109, 4.945859, -0.594257)  0.265
H (1.076748, -2.900336, -1.711472)  0.214
H (-0.255203, 1.950526, 1.055776)  0.033
H (-4.237721, -0.981906, 2.873205)  0.258
H (-2.781345, 0.062655, 3.033627)  0.280
C (1.864127, 4.115087, 0.058997)  -0.951
C (0.545876, -2.120908, -1.141680)  -0.226
H (-2.243240, 3.055653, -3.612602)  0.241
H (-1.587479, -2.302516, -1.146381)  0.227
H (2.729682, 0.033467, -2.468206)  0.220
C (1.567407, -0.137537, 3.997671)  -0.171
C (-0.071690, -1.342958, 2.136622)  -0.100
H (3.293539, -0.440726, -0.211815)  0.216
H (-3.645438, -3.054940, 3.505839)  0.263
C (-2.214054, -0.327425, -3.147744)  -0.146
C (2.661019, -1.327543, -0.310005)  -0.419
H (-2.092167, -2.577883, 4.238136)  0.286
C (-0.982588, 2.000612, -2.235034)  -0.028
Ir (0.448387, 0.796016, 0.001852)  0.768
C (-1.219138, -0.443271, -2.169219)  -0.048
H (2.736801, 3.789660, 0.639744)  0.262
H (-1.125559, -2.890285, 1.115307)  0.246
H (0.268145, -3.193487, 3.201081)  0.226
H (2.062629, 2.031365, -3.103953)  0.255
H (1.679062, 1.523342, 2.586192)  0.231
H (-3.459955, -0.271723, 1.410348)  0.252
C (-2.588515, 0.907755, -3.659923)  -0.140
C (2.487768, 2.559955, -2.242827)  -0.951
C (-0.232512, 3.231658, -1.824761)  -0.748
C (1.293240, 0.532523, 2.802161)  -0.233
H (-0.830637, 3.903115, -1.187110)  0.268
C (1.894270, -0.668733, -2.487198)  -0.424
H (-0.913289, 1.598839, 0.695280)  0.046
H (-1.538982, -1.202960, 0.586720)  0.245

Forces on the atoms, in the same order (eV/Å):
0.0372 0.3084 -0.1957
0.1162 0.1047 -0.0404
-0.0541 -0.8112 -1.5041
-0.3359 0.1191 0.0385
-0.0613 0.2726 -0.2977
0.2606 0.0679 -0.0461
-0.1431 0.3507 0.1681
0.1037 0.2274 -0.0461
0.8111 0.7306 1.3055
0.0745 -0.0578 0.1376
0.1925 0.1850 -0.2517
0.0335 -0.2534 -0.2294
-0.4445 -0.9321 0.7942
0.1327 0.0637 -0.2093
-0.2464 0.3887 0.2214
0.1587 -0.1059 -0.0936
0.1609 0.0892 0.2641
0.6495 -0.8605 -0.4731
-0.3643 -1.0107 -0.3843
-1.0136 0.3085 -0.3514
1.3798 2.1944 -1.5148
-0.0484 -1.0204 -0.2647
0.1955 -0.1131 0.1319
-0.5886 -1.0961 0.0708
-0.0484 0.1346 -0.1674
-0.1392 -0.1790 0.1174
-0.1277 -0.1597 0.2200
-0.1614 -0.3071 0.1004
-0.2951 -0.0711 0.1721
-1.0842 1.6912 0.9693
0.4129 0.2502 -0.1553
0.0702 -0.4374 -0.1831
0.0453 0.1199 0.2656
0.5658 0.1906 0.1619
0.0338 -0.3820 0.0146
0.1593 0.2450 -0.3491
-0.1910 -0.1980 -0.0326
0.3449 0.1419 0.2637
0.8116 -0.0338 0.8899
0.0450 -0.2243 -0.0051
0.3457 0.0260 0.0169
0.3754 -0.5218 0.2492
-0.1336 -0.1285 -0.2560
-0.0691 0.2065 -0.4268
-0.6528 0.1286 -0.6112
0.7663 -1.0894 -0.9130
-1.2344 0.3227 -0.8526
-0.1667 0.1503 -0.0874
-0.2261 0.3609 -0.0121
-0.0509 0.4373 0.2775
0.0667 0.1124 0.2650
0.1053 0.0122 0.2890
0.1080 -0.0912 0.3655
-0.1332 0.4844 0.0815
0.2328 -0.0226 0.0807
0.2953 0.3779 0.5804
-0.0084 -0.6965 0.1599
0.1084 -0.2433 -0.1062
0.2858 -0.4523 0.1301
-1.5826 0.9126 1.0865
0.1201 -0.2168 0.1710

Properties
frontier orbital gap (spin up / spin down): 6.54 / 5.26 eV
LUMO energy (spin up / spin down): -4.96 / -9.06 eV
multiplicity: 6
HOMO (spin up / spin down): -11.499 / -14.322 eV
net charge: +2

---

Computed, not measured: a 6-piece molecular cluster, H12O6 overall, with wB97M-V/def2-TZVPD.

Last column: natural (NBO) charge in e.
Geometry (Å):
H (2.292032, -0.876886, 0.144696)  0.490
H (-0.339848, -0.288326, -2.582404)  0.479
H (0.749862, -0.573836, 3.441116)  0.449
H (-0.834388, 0.604844, 0.151966)  0.507
O (-1.210538, -2.282756, -1.197654)  -0.979
H (-1.326978, -2.984956, -0.557654)  0.468
H (2.554402, -0.246826, 1.496026)  0.485
H (-0.166808, 2.872254, -0.965244)  0.481
H (-0.801268, -1.572726, -0.703094)  0.487
O (2.059022, -0.122906, 0.686406)  -0.936
O (-0.875168, 2.738664, -0.335474)  -0.944
O (-0.526318, -0.239786, 0.480486)  -1.002
H (-0.680668, 0.390294, -3.892064)  0.472
H (0.412882, -0.115876, 0.617546)  0.488
H (-0.349198, -0.417096, 2.411846)  0.486
H (-0.512968, 3.034944, 0.499546)  0.471
O (-0.196678, -0.459706, 3.355856)  -0.948
O (-0.247368, 0.540684, -3.051904)  -0.951

Forces on the atoms, in the same order (eV/Å):
0.1204 -0.2503 -0.3301
-0.1323 -0.3381 0.1379
0.1477 -0.0531 0.1664
-0.3759 0.6315 -0.2576
-0.0353 -0.5155 -0.7963
-0.0823 -0.1469 0.0817
0.1756 0.0752 0.2775
0.1618 -0.0508 -0.3712
-0.0302 0.5622 0.6470
0.3821 0.1434 0.0509
-0.2018 -0.3090 0.1234
-0.7595 -0.4117 0.1120
-0.1238 -0.0223 -0.1855
0.7818 0.1582 -0.0168
-0.4038 0.0253 -0.5943
0.0393 0.1755 0.2943
0.1012 0.0056 0.5597
0.2351 0.3207 0.1009

Properties
frontier orbital gap: 11.02 eV
SMILES: O.O.O.O.O.O
LUMO energy: 0.01 eV
HOMO: -11.015 eV

---

Computed, not measured: C5H13NO2 in the gas phase in a non-equilibrium geometry, with wB97M-V/def2-TZVPD.

Last column: natural (NBO) charge in e.
Geometry (Å):
C (-1.352656, -0.553687, 0.369852)  -0.246
H (-0.016330, -1.933381, -0.346660)  0.366
C (1.863028, 1.547798, -0.301933)  -0.058
H (-1.744677, -1.285663, 1.096295)  0.157
H (1.314277, 1.305751, -1.210113)  0.182
H (-2.031012, -1.457966, -1.467064)  0.168
C (1.255879, 0.927171, 0.960581)  -0.427
H (1.896302, 2.605333, -0.029830)  0.164
H (1.966282, 1.029041, 1.775376)  0.221
N (-0.028020, -0.961974, -0.079660)  -0.642
C (1.066974, -0.561687, 0.803442)  -0.218
H (0.313987, 1.404226, 1.231773)  0.199
H (1.957981, -1.111886, 0.512922)  0.210
O (3.163854, 1.031902, -0.396659)  -0.762
C (-2.297334, -0.597707, -0.855797)  -0.054
H (-1.335917, 0.453346, 0.774216)  0.193
H (0.928544, -1.037957, 1.801603)  0.154
H (3.557093, 0.708879, -1.202425)  0.489
H (-2.235981, 0.376349, -1.343784)  0.169
H (-3.700709, -0.705358, 0.500368)  0.462
O (-3.649750, -0.770445, -0.442596)  -0.726

Forces on the atoms, in the same order (eV/Å):
-0.0852 -1.2213 -1.2100
0.1353 -0.0495 0.1661
-0.1102 -0.2586 0.6598
-0.0681 0.3524 0.3020
-0.4082 0.3540 0.1196
0.0886 0.2739 -0.3580
0.1346 -0.9283 -0.8673
0.1291 0.3041 -0.9083
0.0869 0.4461 0.1119
0.1637 1.4239 -0.1085
-0.6780 -1.9735 1.0661
0.1422 0.1584 0.0284
0.3571 0.5440 -0.6155
1.4144 -0.0534 1.2007
-0.1710 0.3485 1.4920
0.0041 -0.1035 0.2010
-0.3053 0.5201 0.0475
-0.8047 0.2530 -0.6387
0.2417 -0.3372 -0.5925
-0.0403 0.0565 0.7541
-0.2268 -0.1096 -0.8503

Properties
frontier orbital gap: 9.67 eV
SMILES: OCCCNCCO
LUMO energy: 0.92 eV
HOMO: -8.754 eV

---

Computed, not measured: a 2-piece molecular cluster, C7H6O3P overall in a non-equilibrium geometry, with wB97M-V/def2-TZVPD.

Last column: natural (NBO) charge in e.
Geometry (Å):
H (-0.944468, -0.737494, -3.301931)  0.192
C (0.225418, -0.776027, 0.352608)  0.362
O (0.731701, -0.882528, 1.589129)  -0.799
O (-0.951598, 3.254556, 0.880703)  -0.597
C (-0.667758, -0.680380, -2.270722)  -0.279
H (1.252136, 0.890289, -0.070443)  0.224
C (-0.674651, -1.792700, -0.165307)  -0.276
C (-1.072944, -1.698452, -1.458910)  -0.217
H (-1.989951, -2.329615, -1.721307)  0.195
C (0.339137, 0.220752, -1.850057)  -0.168
P (1.872711, 0.038687, 2.463769)  1.169
C (0.730170, 0.142868, -0.572472)  -0.324
C (-0.070659, 2.940881, 1.644920)  0.156
O (1.586241, -0.275581, 3.894235)  -1.102
H (-1.081003, -2.459271, 0.515814)  0.205
H (-0.138489, 3.249920, 2.695972)  0.054
H (0.854007, 0.894094, -2.626001)  0.204

Forces on the atoms, in the same order (eV/Å):
-0.3205 0.3489 -0.5213
-0.2393 -2.2452 -1.6973
-0.8869 -0.2663 0.2596
0.5832 -0.1198 0.4950
1.7860 0.5391 -1.1618
1.5671 1.4046 0.2184
2.2516 2.8946 1.5153
-3.0528 -0.9687 0.0397
1.6305 0.6328 -0.1283
-0.8021 -0.2953 -3.2622
-0.2104 0.5219 -0.2976
-0.2622 0.0169 2.4504
-0.1392 -0.7296 -1.2261
-0.0260 0.0322 -0.1607
-0.6435 -1.4175 1.0715
-0.1615 0.4331 0.9045
-1.0737 -0.7817 1.5009

Properties
frontier orbital gap (spin up / spin down): 7.19 / 4.96 eV
LUMO energy (spin up / spin down): 3.63 / 3.47 eV
HOMO (spin up / spin down): -3.568 / -1.484 eV
net charge: -1

---

Across the entries above, energy above the lowest of the compared OMol25 structures with the same formula, charge and spin takes the values 125.5 9.4 0.0 24.4 52.3 87.6 kcal/mol, respectively.